Record 1
C16H17N | wB97M-V/def2-TZVPD

CARTESIAN COORDINATES (ANGSTROEM)
1 C 4.303 2.717 -1.069
2 C 3.216 1.833 -0.651
3 C 3.122 0.862 0.281
4 N 1.862 0.276 0.367
5 C 1.108 0.862 -0.674
6 C -0.184 0.633 -1.134
7 C -0.715 1.421 -2.130
8 C 0.123 2.377 -2.757
9 C 1.451 2.529 -2.421
10 C 1.931 1.748 -1.360
11 H 5.183 2.574 -0.409
12 H 4.099 3.771 -1.009
13 H 4.631 2.321 -2.047
14 H 4.008 0.616 0.868
15 H 1.644 -0.606 0.788
16 H -0.768 -0.191 -0.752
17 H -1.755 1.355 -2.485
18 H -0.406 3.053 -3.417
19 H 2.167 3.167 -2.909
20 C -0.920 -3.567 2.421
21 C -1.901 -2.514 1.915
22 C -2.631 -1.628 2.685
23 C -3.543 -0.771 2.014
24 C -3.627 -0.744 0.634
25 C -2.844 -1.611 -0.123
26 C -2.040 -2.550 0.487
27 H -0.803 -3.310 3.482
28 H 0.062 -3.629 1.927
29 H -1.412 -4.505 2.173
30 H -2.405 -1.476 3.727
31 H -4.172 -0.070 2.569
32 H -4.261 -0.033 0.129
33 H -2.807 -1.425 -1.174
34 H -1.718 -3.487 0.054

Calculated values
E_HOMO	-7.81	eV
SMILES	Cc1c[nH]c2ccccc12.Cc1ccccc1
strongest force on any atom	0.055	hartree/bohr
energy relative to the best compared isomer or geometry (same formula, charge and spin)	28.3	kcal/mol
calculated total energy	-18357.1147	eV

Record 2
C2H4N4O7 | wB97M-V/def2-TZVPD

CARTESIAN COORDINATES (ANGSTROEM)
1 N -0.187 -1.170 -1.207
2 C 0.121 0.215 -1.070
3 O 1.527 0.499 -0.976
4 N 2.040 1.721 -1.047
5 O 1.309 2.642 -0.847
6 C -0.710 0.914 -0.050
7 O -0.242 1.363 1.142
8 N -1.950 1.274 -0.497
9 O -2.756 1.984 0.093
10 O -2.252 0.569 -1.629
11 N -2.623 -0.877 -1.192
12 O -2.715 -0.886 -0.041
13 O -2.867 -1.556 -2.037
14 H 0.157 -1.585 -0.262
15 H 0.418 -1.548 -1.951
16 H -0.154 0.891 -1.908
17 H -0.925 1.555 1.700

Calculated values
E_HOMO	-8.72	eV
SMILES	N[C@H](ON=O)/C(O)=[N+](/[O-])O[N+](=O)[O-]
strongest force on any atom	0.125	hartree/bohr
energy relative to the best compared isomer or geometry (same formula, charge and spin)	47.8	kcal/mol
calculated total energy	-22419.8732	eV

Record 3
C24H24ClFN4O | wB97M-V/def2-TZVPD

CARTESIAN COORDINATES (ANGSTROEM)
1 O -0.232 -1.276 3.055
2 C -0.469 -1.125 1.872
3 N 0.256 -0.313 1.070
4 C 1.329 0.499 1.589
5 C 2.559 0.597 0.659
6 C 3.182 -0.743 0.326
7 C 2.814 -1.948 0.912
8 C 3.463 -3.112 0.525
9 C 4.463 -3.030 -0.429
10 N 4.839 -1.887 -0.978
11 C 4.218 -0.785 -0.608
12 N 2.385 1.351 -0.566
13 C 1.691 0.740 -1.688
14 C 0.444 1.548 -2.087
15 N -0.165 2.092 -0.892
16 C -1.514 2.019 -0.617
17 C -2.184 3.034 0.082
18 C -3.513 2.920 0.439
19 C -4.245 1.793 0.108
20 C -3.621 0.774 -0.588
21 C -2.292 0.894 -0.928
22 F -1.730 -0.167 -1.580
23 C 0.645 3.146 -0.321
24 C 2.141 2.765 -0.470
25 C -1.575 -1.842 1.166
26 C -2.846 -1.849 1.727
27 C -3.879 -2.512 1.090
28 C -3.650 -3.189 -0.096
29 C -2.374 -3.196 -0.636
30 Cl -2.075 -4.052 -2.107
31 C -1.332 -2.526 -0.018
32 H -0.063 -0.124 0.134
33 H 1.625 0.058 2.544
34 H 0.967 1.512 1.796
35 H 3.310 1.158 1.239
36 H 2.044 -2.001 1.665
37 H 3.192 -4.060 0.962
38 H 4.995 -3.910 -0.766
39 H 4.560 0.128 -1.076
40 H 2.372 0.694 -2.550
41 H 1.418 -0.286 -1.436
42 H -0.246 0.921 -2.643
43 H 0.734 2.378 -2.747
44 H -1.656 3.937 0.341
45 H -3.982 3.730 0.976
46 H -5.283 1.706 0.386
47 H -4.141 -0.130 -0.862
48 H 0.383 3.259 0.733
49 H 0.468 4.112 -0.823
50 H 2.538 3.221 -1.384
51 H 2.706 3.169 0.372
52 H -3.012 -1.327 2.657
53 H -4.870 -2.507 1.519
54 H -4.450 -3.711 -0.598
55 H -0.343 -2.548 -0.451

Calculated values
E_HOMO	-8.19	eV
SMILES	O=C(NC[C@@H](c1cccnc1)N1CCN(c2ccccc2F)CC1)c1cccc(Cl)c1
strongest force on any atom	0.011	hartree/bohr
energy relative to the best compared isomer or geometry (same formula, charge and spin)	5.1	kcal/mol
calculated total energy	-48525.7622	eV

Record 4
CH3FIP | wB97M-V/def2-TZVPD

CARTESIAN COORDINATES (ANGSTROEM)
1 C -0.196 0.967 -0.382
2 F 0.433 -1.648 1.856
3 P 0.789 -1.591 0.272
4 I 0.495 1.883 -2.061
5 H -1.172 0.708 -0.391
6 H 0.188 1.240 0.600
7 H -0.537 -1.559 0.105

Calculated values
E_HOMO (spin up / spin down)	-8.34 / -8.45	eV
strongest force on any atom	0.071	hartree/bohr
energy relative to the best compared isomer or geometry (same formula, charge and spin)	68.1	kcal/mol
calculated total energy	-21189.6756	eV

Record 5
C3H7N5 | wB97M-V/def2-TZVPD

CARTESIAN COORDINATES (ANGSTROEM)
1 N 0.248 -0.051 2.960
2 C 0.201 -0.113 1.671
3 N -0.754 -0.689 0.889
4 C -0.470 -0.387 -0.430
5 N -1.302 -0.885 -1.438
6 C 0.708 0.360 -0.502
7 N 1.358 1.091 -1.552
8 N 1.093 0.485 0.794
9 H -0.600 -0.283 3.450
10 H -1.682 -0.792 1.171
11 H -0.846 -1.626 -1.971
12 H -1.952 -0.317 -1.938
13 H 0.778 1.955 -1.716
14 H 1.234 0.556 -2.491
15 H 1.986 0.696 1.104

Calculated values
E_HOMO	-6.99	eV
SMILES	N=c1[nH]c(N)c(N)[nH]1
strongest force on any atom	0.065	hartree/bohr
energy relative to the best compared isomer or geometry (same formula, charge and spin)	18.2	kcal/mol
calculated total energy	-10674.2095	eV

Record 6
C5H11NO | wB97M-V/def2-TZVPD

CARTESIAN COORDINATES (ANGSTROEM)
1 C 0.631 1.593 -0.651
2 C 0.143 1.194 0.533
3 N -0.241 2.178 1.488
4 C 0.302 -0.138 1.107
5 C -0.143 -1.231 0.494
6 C 0.064 -2.639 0.994
7 H 0.629 2.610 -0.999
8 H 1.122 0.910 -1.325
9 H -1.091 2.194 2.041
10 H -0.449 3.032 0.963
11 H 0.758 -0.097 2.082
12 H -0.760 -1.220 -0.419
13 H 0.969 -2.705 1.596
14 H 0.066 -3.289 0.115
15 H -0.800 -2.977 1.599
16 O -0.519 -0.739 -3.124
17 H 0.304 -0.250 -3.002
18 H -1.099 0.034 -3.089

Calculated values
E_HOMO	-8.42	eV
SMILES	C=C(N)/C=C/C.O
strongest force on any atom	0.043	hartree/bohr
energy relative to the best compared isomer or geometry (same formula, charge and spin)	51.4	kcal/mol
calculated total energy	-8899.4691	eV